{
  "formula": "C45H42NO3P3S5Ti",
  "method": "ωB97M-V/def2-TZVPD",
  "symbols": ["Ti", "O", "S", "C", "C", "C", "C", "C", "C", "P", "C", "C", "C", "C", "C", "C", "C", "C", "C", "C", "C", "C", "C", "C", "C", "C", "C", "C", "P", "C", "C", "C", "C", "C", "C", "C", "C", "C", "C", "C", "C", "H", "H", "H", "H", "H", "H", "H", "H", "H", "H", "H", "H", "H", "H", "H", "H", "H", "H", "H", "H", "H", "H", "H", "H", "H", "H", "H", "H", "S", "C", "C", "C", "C", "C", "N", "H", "H", "H", "H", "C", "C", "O", "P", "S", "S", "O", "C", "C", "H", "H", "H", "H", "H", "H", "H", "H", "H", "H", "S"],
  "positions_angstrom": [[-2.3530, 0.2597, -0.7919], [0.7372, 3.6348, 2.5504], [0.8176, 2.2517, 1.9882], [0.9054, 1.1862, 3.4694], [0.8048, 1.8743, 4.6706], [0.6631, 1.1793, 5.8636], [0.5702, -0.2073, 5.8476], [0.6726, -0.8820, 4.6374], [0.8636, -0.2006, 3.4392], [1.2109, -1.0686, 1.8534], [2.9425, -1.6097, 2.1658], [3.8927, -1.1852, 1.2439], [5.2399, -1.4895, 1.4199], [5.6436, -2.2298, 2.5184], [4.6979, -2.6753, 3.4401], [3.3595, -2.3647, 3.2626], [0.2738, -2.6128, 2.1495], [-1.0706, -2.5177, 2.5156], [-1.8806, -3.6431, 2.5494], [-1.3623, -4.8879, 2.2132], [-0.0274, -4.9944, 1.8487], [0.7831, -3.8658, 1.8116], [2.5263, 2.0940, 1.4027], [3.5305, 2.4784, 2.2806], [4.8462, 2.5238, 1.8490], [5.1292, 2.1976, 0.5260], [4.1091, 1.8238, -0.3379], [2.7745, 1.7617, 0.0753], [1.3757, 1.2174, -1.0184], [2.4057, 0.4263, -2.3347], [2.6942, 1.0678, -3.5363], [3.4375, 0.4284, -4.5212], [3.8979, -0.8679, -4.3223], [3.5995, -1.5259, -3.1335], [2.8525, -0.8827, -2.1535], [0.7126, 2.7102, -1.6865], [1.4941, 3.8566, -1.8438], [1.2067, 5.1732, -2.1836], [-0.0916, 5.7210, -2.4920], [-1.2111, 5.0557, -2.8391], [-1.2639, 3.5721, -3.0721], [0.8050, 2.9570, 4.6332], [0.5999, 1.7220, 6.7994], [0.4126, -0.7612, 6.7652], [0.5709, -1.9623, 4.6164], [3.5812, -0.6040, 0.3836], [5.9631, -1.1363, 0.6955], [6.6929, -2.4568, 2.6661], [5.0074, -3.2604, 4.2984], [2.6284, -2.7185, 3.9841], [-1.4868, -1.5500, 2.7703], [-2.9260, -3.5388, 2.8169], [-1.9982, -5.7648, 2.2244], [0.3873, -5.9590, 1.5806], [1.8199, -3.9657, 1.5107], [3.2710, 2.7503, 3.2978], [5.6368, 2.8140, 2.5305], [6.1505, 2.2353, 0.1631], [4.3531, 1.5636, -1.3617], [2.3011, 2.0672, -3.6930], [3.6516, 0.9424, -5.4518], [4.4697, -1.3687, -5.0952], [3.9310, -2.5466, -2.9794], [2.5898, -1.4076, -1.2373], [2.5550, 3.7063, -1.6327], [2.0319, 5.8747, -2.1355], [-0.1729, 6.8066, -2.4320], [-2.1320, 5.6152, -2.9718], [-2.3187, 3.3061, -3.1947], [-1.2483, -1.2359, -2.2719], [-0.9793, 0.4464, -2.8612], [-0.4446, 0.6773, -4.0730], [-0.1862, 1.9602, -4.7236], [-0.5252, 3.1918, -4.3326], [-0.7806, 2.7360, -1.8365], [-1.3612, 1.3821, -1.8902], [-0.1698, -0.2130, -4.6263], [0.3430, 1.8821, -5.6705], [-0.2397, 4.0197, -4.9741], [-1.2573, 3.1841, -0.9683], [-8.7079, -1.5671, -1.9898], [-7.3219, -0.9606, -2.0647], [-6.9645, -0.4968, -0.7700], [-5.3598, -0.2576, -0.3404], [-2.4923, 0.0398, 1.5501], [-4.4295, 0.3606, -2.0874], [-4.8223, -1.8505, -0.3988], [-5.1870, -2.6576, 0.7076], [-5.7767, -3.9534, 0.1935], [-9.0917, -1.7771, -2.9920], [-9.3931, -0.8765, -1.4935], [-8.6973, -2.4987, -1.4199], [-7.3023, -0.1254, -2.7706], [-6.5906, -1.6958, -2.4134], [-5.9060, -2.1432, 1.3550], [-4.2921, -2.8458, 1.3096], [-6.6262, -3.7415, -0.4586], [-6.1209, -4.5809, 1.0220], [-5.0349, -4.5106, -0.3816], [-2.8192, 1.9649, 0.7945]],
  "forces_ev_per_angstrom": [[-0.3, 0.4, -0.3], [0.0, -0.2, -0.1], [-0.1, 0.1, -0.1], [-0.1, 0.4, 0.2], [0.0, 0.0, 0.1], [0.0, -0.1, -0.1], [0.0, 0.1, -0.2], [-0.1, -0.1, 0.2], [0.3, -0.2, -0.1], [-0.4, 0.0, 0.0], [0.0, 0.0, 0.1], [0.1, 0.0, 0.0], [-0.1, 0.0, 0.0], [0.0, 0.0, 0.0], [0.0, 0.0, -0.1], [0.0, -0.1, 0.1], [0.0, -0.1, -0.3], [0.0, -0.2, 0.2], [0.1, 0.0, 0.0], [0.0, 0.0, 0.0], [0.0, 0.0, 0.0], [0.0, 0.0, 0.0], [-0.1, 0.1, 0.4], [0.1, 0.0, 0.0], [-0.1, 0.0, -0.1], [-0.1, 0.0, 0.0], [0.2, 0.0, 0.0], [-0.1, 0.1, -0.2], [0.1, -0.2, -0.1], [0.1, 0.0, 0.0], [0.1, 0.0, 0.0], [0.0, 0.0, 0.1], [0.0, 0.0, 0.1], [0.0, 0.1, 0.0], [0.0, 0.0, 0.0], [0.3, 0.2, 0.2], [0.2, 0.1, -0.1], [-0.4, -0.1, 0.0], [0.2, -0.1, 0.0], [0.1, 0.0, 0.0], [0.0, 0.1, -0.2], [0.0, 0.0, 0.0], [0.0, 0.0, 0.0], [0.0, 0.0, 0.0], [0.1, 0.1, 0.0], [0.1, -0.1, 0.2], [0.0, 0.0, 0.0], [0.0, 0.0, 0.0], [0.0, 0.0, 0.0], [0.1, 0.1, -0.1], [0.1, -0.2, 0.1], [0.1, 0.0, 0.1], [0.0, 0.0, 0.0], [0.0, 0.0, 0.0], [0.0, 0.0, 0.0], [0.0, 0.0, 0.0], [0.0, 0.0, 0.0], [0.0, 0.0, 0.0], [0.0, 0.0, 0.0], [0.0, 0.0, 0.0], [0.0, 0.0, 0.0], [0.0, 0.0, 0.0], [0.0, 0.0, 0.0], [0.0, 0.0, -0.2], [-0.1, 0.0, 0.0], [0.0, 0.0, 0.0], [0.0, 0.0, 0.0], [0.0, 0.0, 0.0], [0.0, -0.1, 0.0], [0.0, 0.1, 0.2], [0.0, 0.2, 0.5], [0.0, 0.2, -0.2], [-0.2, -0.2, 0.1], [-0.1, 0.1, 0.1], [-0.4, -0.1, -0.1], [0.4, 0.1, -0.3], [0.0, 0.0, 0.0], [0.0, 0.0, 0.0], [0.1, 0.0, 0.0], [-0.1, 0.1, 0.1], [-0.1, 0.0, 0.0], [0.0, -0.1, 0.0], [0.3, 0.1, -0.2], [-0.7, -0.2, 0.1], [0.0, 0.4, -0.4], [0.0, -0.1, 0.5], [-0.1, 0.2, -0.1], [0.1, 0.0, 0.1], [-0.1, -0.1, 0.0], [0.0, 0.0, 0.0], [0.0, 0.0, 0.0], [0.0, 0.0, 0.0], [0.0, 0.0, 0.0], [0.0, 0.0, 0.0], [0.0, 0.1, 0.0], [-0.1, 0.0, -0.1], [0.0, 0.0, 0.0], [0.0, 0.0, 0.0], [0.0, 0.0, 0.0], [0.1, -0.3, -0.1]],
  "lowdin_charge": [0.069, -0.510, 0.946, -0.358, -0.083, -0.084, -0.085, -0.101, -0.354, 1.128, -0.349, -0.097, -0.077, -0.104, -0.097, -0.096, -0.374, -0.165, -0.086, -0.103, -0.101, -0.095, -0.379, -0.076, -0.090, -0.092, -0.100, -0.369, 1.054, -0.364, -0.100, -0.097, -0.121, -0.102, -0.112, -0.382, -0.165, -0.151, -0.169, -0.127, -0.250, 0.098, 0.095, 0.094, 0.097, 0.057, 0.102, 0.091, 0.092, 0.098, -0.025, 0.092, 0.092, 0.092, 0.099, 0.107, 0.092, 0.095, 0.102, 0.095, 0.092, 0.084, 0.090, 0.084, 0.085, 0.052, 0.076, 0.076, 0.138, 0.515, -0.787, -0.147, -0.127, -0.066, -0.318, -0.247, 0.085, 0.088, 0.097, 0.083, -0.096, -0.383, -0.428, 0.510, 0.014, 0.243, -0.465, -0.352, -0.079, 0.067, 0.070, 0.059, 0.093, 0.096, 0.100, 0.079, 0.059, 0.068, 0.076, 0.018],
  "de_lowest_ev": 2.771,
  "spin_multiplicity": 1,
  "total_charge": -2,
  "lumo_energy_ev": 4.0,
  "homo_lumo_gap_ev": 4.549,
  "largest_force_ev_per_a": 0.74
}

=====

{
  "formula": "C45H43Cl4CsN11O2",
  "method": "ωB97M-V/def2-TZVPD",
  "symbols": ["Cs", "C", "C", "C", "C", "C", "C", "N", "C", "C", "C", "C", "C", "C", "N", "N", "C", "C", "C", "C", "C", "N", "H", "H", "H", "H", "H", "H", "H", "H", "H", "H", "H", "H", "H", "N", "C", "C", "C", "C", "C", "C", "C", "C", "N", "C", "H", "H", "H", "H", "H", "H", "H", "H", "Cl", "C", "Cl", "Cl", "C", "N", "C", "C", "C", "C", "C", "O", "C", "C", "C", "C", "C", "C", "Cl", "C", "C", "C", "N", "C", "N", "C", "N", "H", "H", "H", "H", "H", "H", "H", "H", "H", "H", "H", "H", "H", "H", "H", "H", "H", "H", "H", "H", "H", "H", "O", "C", "N"],
  "positions_angstrom": [[-0.6928, -0.3939, 0.8650], [-4.1463, 1.6338, 4.2069], [-4.2433, 2.3774, 3.0364], [-3.1208, 2.6309, 2.2651], [-1.8560, 2.1595, 2.6507], [-1.7738, 1.4118, 3.8343], [-2.9028, 1.1524, 4.5958], [-0.7312, 2.2864, 1.8474], [-0.2931, 3.4612, 1.4531], [-0.7717, 4.7145, 2.0009], [-0.2591, 5.9153, 1.6274], [0.7741, 6.0129, 0.6602], [1.2508, 4.8637, 0.1032], [0.7549, 3.5857, 0.4618], [1.2339, 2.4349, -0.1321], [2.0165, 2.6079, -1.1088], [2.5378, 1.4295, -1.6565], [2.9129, 1.4912, -3.0036], [3.5103, 0.3918, -3.5812], [3.7588, -0.7307, -2.7979], [3.3846, -0.6888, -1.4677], [2.7789, 0.3567, -0.8998], [-5.0273, 1.4238, 4.7997], [-5.2082, 2.7491, 2.7103], [-3.2067, 3.1886, 1.3394], [-0.8015, 1.0369, 4.1328], [-2.8106, 0.5630, 5.5002], [-1.5408, 4.6714, 2.7600], [-0.6416, 6.8187, 2.0912], [1.1746, 6.9779, 0.3780], [2.0376, 4.8966, -0.6375], [2.7159, 2.4003, -3.5543], [3.7865, 0.4064, -4.6285], [4.2196, -1.6194, -3.2037], [3.5593, -1.5433, -0.8193], [0.6378, -2.4261, -1.7530], [0.5713, -3.7401, -1.3382], [-0.1912, -4.6857, -1.9815], [-0.2100, -6.0223, -1.5424], [0.5319, -6.4316, -0.4717], [1.3170, -5.4838, 0.2261], [2.0772, -5.8091, 1.3710], [2.7746, -4.8341, 2.0210], [2.7132, -3.5155, 1.5254], [2.0332, -3.1729, 0.4626], [1.3388, -4.1381, -0.1962], [-0.2205, -2.0383, -2.1155], [1.1136, -1.8361, -1.0862], [-0.7956, -4.3874, -2.8293], [-0.8340, -6.7339, -2.0691], [0.5112, -7.4591, -0.1307], [2.0808, -6.8330, 1.7274], [3.3515, -5.0448, 2.9117], [3.2432, -2.7237, 2.0467], [-5.8318, -1.7204, -1.4620], [-4.6405, -0.4969, -1.0374], [-4.6931, -0.0901, 0.6730], [-4.9707, 0.9870, -1.9885], [-3.2872, -0.9246, -1.4268], [-2.2332, -1.0749, -1.8538], [5.8779, 3.7809, 3.0366], [4.9879, 2.5520, 2.7779], [3.8561, 2.5848, 3.8224], [4.3725, 2.7154, 1.3839], [5.8416, 1.2386, 2.8857], [6.2409, 1.0032, 4.2393], [7.1212, 1.3310, 2.0253], [7.9788, 0.0569, 1.9566], [7.5829, -0.9620, 0.9108], [7.4593, -0.6096, -0.4307], [7.0864, -1.5397, -1.3901], [6.8355, -2.8460, -1.0038], [6.3675, -4.0233, -2.1953], [6.9555, -3.2288, 0.3203], [7.3326, -2.2848, 1.2628], [5.1131, -0.0412, 2.4577], [3.7803, -0.2668, 2.9641], [2.6411, -0.1428, 2.2765], [1.6092, -0.4022, 3.0515], [2.1992, -0.7207, 4.2322], [3.5154, -0.6535, 4.2317], [5.2486, 4.6714, 3.0442], [6.6325, 3.9219, 2.2628], [6.3842, 3.7480, 4.0074], [3.5103, 3.6138, 3.9379], [4.1884, 2.2199, 4.7939], [2.9898, 2.0003, 3.5193], [3.7700, 3.6263, 1.3586], [3.7050, 1.8973, 1.1205], [5.1279, 2.8011, 0.5995], [6.5673, 1.8319, 4.6047], [7.7408, 2.1122, 2.4667], [6.8685, 1.6663, 1.0173], [7.9902, -0.4159, 2.9410], [9.0091, 0.3637, 1.7547], [7.6534, 0.4103, -0.7422], [6.9888, -1.2542, -2.4291], [6.7497, -4.2510, 0.6074], [7.4233, -2.5838, 2.3011], [5.7197, -0.8869, 2.7727], [5.0341, -0.0643, 1.3700], [2.6146, 0.1390, 1.2300], [1.6472, -1.0113, 5.1113], [-3.6808, -2.9622, 0.1876], [-2.6880, -3.0023, 0.9013], [-1.7210, -3.0134, 1.5789]],
  "forces_ev_per_angstrom": [[0.4, -0.1, 0.0], [0.0, 0.0, 0.0], [0.0, 0.0, 0.0], [0.0, 0.0, 0.0], [0.0, 0.1, 0.0], [0.0, 0.0, 0.0], [0.0, 0.0, 0.0], [0.0, 0.3, 0.1], [0.1, 0.0, 0.1], [0.0, 0.0, 0.0], [0.0, 0.0, 0.0], [0.0, 0.0, 0.0], [0.0, -0.1, 0.0], [0.0, 0.0, 0.0], [-0.2, 0.2, 0.2], [-0.1, 0.0, 0.0], [0.4, 0.0, 0.0], [-0.1, 0.0, 0.0], [0.0, 0.0, 0.0], [0.0, 0.1, 0.0], [0.0, 0.0, 0.0], [0.0, 0.0, 0.0], [0.0, 0.0, 0.0], [0.0, 0.0, 0.0], [0.0, 0.0, 0.0], [0.0, 0.0, 0.0], [0.0, 0.0, 0.0], [0.0, 0.0, 0.0], [0.0, 0.0, 0.0], [0.0, 0.0, 0.0], [0.0, 0.0, 0.0], [0.0, 0.0, 0.0], [0.0, 0.0, 0.0], [0.0, 0.0, 0.0], [0.0, 0.0, 0.0], [0.0, -0.1, 0.0], [-0.1, 0.0, 0.1], [0.0, 0.0, 0.0], [0.0, 0.0, 0.0], [0.0, 0.0, 0.0], [0.0, 0.0, 0.0], [0.0, 0.0, 0.0], [0.0, 0.0, 0.0], [0.0, 0.0, 0.0], [0.0, 0.0, 0.0], [0.0, 0.0, 0.0], [0.0, 0.0, 0.0], [0.0, 0.0, -0.1], [0.0, 0.0, 0.0], [0.0, 0.0, 0.0], [0.0, 0.0, 0.0], [0.0, 0.0, 0.0], [0.0, 0.0, 0.0], [0.0, 0.0, 0.0], [0.0, 0.0, 0.0], [0.0, 0.0, 0.0], [0.1, 0.0, 0.0], [0.0, 0.0, 0.0], [-0.1, 0.0, -0.2], [-0.1, 0.0, 0.0], [0.0, 0.0, 0.0], [0.0, 0.0, 0.0], [0.0, 0.0, 0.0], [0.0, 0.0, 0.0], [0.0, 0.0, 0.0], [0.0, 0.0, 0.0], [0.0, 0.0, 0.0], [0.0, 0.0, 0.0], [0.0, 0.0, 0.0], [0.0, 0.0, 0.0], [0.0, 0.0, 0.0], [0.0, 0.0, 0.0], [0.0, 0.0, 0.0], [0.0, 0.0, 0.0], [0.0, 0.0, 0.0], [0.0, 0.0, 0.0], [0.0, 0.0, 0.0], [-0.2, 0.2, -0.1], [0.0, -0.2, 0.2], [0.1, 0.1, 0.0], [0.0, 0.0, 0.0], [0.0, 0.0, 0.0], [0.0, 0.0, 0.0], [0.0, 0.0, 0.0], [0.0, 0.0, 0.0], [0.0, 0.0, 0.0], [0.0, 0.0, 0.0], [0.0, 0.0, 0.0], [0.0, 0.0, 0.0], [0.0, 0.0, 0.0], [0.0, 0.0, 0.0], [0.0, 0.0, 0.0], [0.0, 0.0, 0.0], [0.0, 0.0, 0.0], [0.0, 0.0, 0.0], [0.0, 0.0, 0.0], [0.0, 0.0, 0.0], [0.0, 0.0, 0.0], [0.0, 0.0, 0.0], [0.0, 0.0, 0.0], [0.0, 0.0, 0.0], [-0.1, 0.0, 0.0], [0.0, 0.0, 0.0], [0.0, 0.0, 0.0], [-0.1, -0.2, 0.0], [-0.1, -0.2, 0.0]],
  "lowdin_charge": [0.977, -0.120, -0.134, -0.077, -0.393, -0.051, -0.094, -0.075, -0.256, -0.034, -0.108, -0.128, -0.069, -0.221, 0.069, 0.030, -0.328, -0.021, -0.075, -0.078, -0.159, 0.107, 0.091, 0.097, 0.116, 0.096, 0.098, 0.100, 0.094, 0.082, 0.092, 0.104, 0.102, 0.092, 0.093, 0.120, -0.255, -0.027, -0.087, -0.060, -0.158, -0.017, -0.052, -0.131, 0.125, -0.160, 0.037, 0.002, 0.110, 0.099, 0.102, 0.113, 0.099, 0.090, 0.645, -1.578, 0.684, 0.592, -0.428, 0.170, -0.052, -0.487, -0.022, -0.028, -0.426, -0.006, -0.115, -0.132, -0.244, -0.032, -0.108, -0.675, 0.656, -0.099, -0.048, -0.045, -0.120, -0.224, 0.046, -0.215, 0.124, 0.088, 0.079, 0.084, 0.088, 0.085, 0.070, 0.090, 0.046, 0.087, 0.086, 0.112, 0.108, 0.115, 0.120, 0.117, 0.103, 0.106, 0.118, 0.122, 0.139, 0.079, 0.106, -0.151, -0.717, -0.079],
  "de_lowest_ev": 0.703,
  "spin_multiplicity": 1,
  "total_charge": -1,
  "lumo_energy_ev": 2.0,
  "homo_lumo_gap_ev": 6.151,
  "largest_force_ev_per_a": 0.45
}